Entry from OMol25: C22H31N13O2PPbSbSe4 as an isolated structure (wB97M-V/def2-TZVPD).

XYZ file:
```
75
Properties=species:S:1:pos:R:3:forces:R:3
Pb 0.3130 0.0820 -0.7806 -0.3 0.5 -0.2
C -2.7400 -5.3876 -2.1149 -0.1 -0.1 0.0
N -1.8529 -4.3041 -2.4860 -0.2 -0.1 0.1
C -1.1663 -4.1967 -3.6590 0.1 0.0 0.0
C -0.4524 -3.0346 -3.5761 0.1 0.0 -0.1
N -0.6917 -2.4359 -2.3784 0.2 0.4 0.3
C -1.5399 -3.2076 -1.7311 -0.1 0.0 0.0
P -2.2781 -2.9712 -0.0798 0.4 0.4 -0.1
C -0.7624 -2.7117 0.9300 0.0 0.0 0.0
N 0.3036 -1.9662 0.6725 -0.3 -0.4 0.1
C 1.1830 -2.1661 1.6909 0.0 0.0 0.0
C 0.6490 -3.0443 2.5883 0.1 0.1 0.0
N -0.5823 -3.3828 2.1028 0.0 0.1 -0.2
C -1.5180 -4.3036 2.7184 -0.1 -0.1 0.0
C -2.8978 -1.2552 -0.1909 -0.1 0.0 -0.1
N -2.3069 -0.2070 -0.7314 -0.4 -0.4 0.0
C -3.1656 0.8376 -0.6160 -0.1 0.1 0.1
C -4.3077 0.4203 0.0102 0.1 0.1 0.0
N -4.1335 -0.9075 0.2780 0.1 -0.1 -0.1
C -5.0902 -1.7861 0.9193 -0.1 -0.1 0.0
H -2.7739 -6.1080 -2.9276 0.0 0.0 0.0
H -3.7490 -5.0196 -1.9324 0.0 0.0 0.0
H -2.3826 -5.8850 -1.2137 0.0 0.0 0.0
H -1.2343 -4.9288 -4.4446 -0.1 0.0 0.0
H 0.2099 -2.6102 -4.3158 0.0 0.1 0.0
H 2.1366 -1.6676 1.7039 0.0 0.0 0.1
H 1.0314 -3.4300 3.5171 0.0 -0.1 0.0
H -1.0953 -4.6661 3.6514 0.0 0.0 0.0
H -1.7083 -5.1521 2.0625 0.0 0.0 0.0
H -2.4639 -3.8056 2.9258 0.0 0.0 0.0
H -2.9043 1.8184 -0.9816 0.0 0.0 0.0
H -5.2027 0.9517 0.2836 0.0 -0.1 0.0
H -5.9957 -1.2272 1.1386 0.0 0.0 0.0
H -4.6851 -2.1847 1.8493 0.0 0.0 0.0
H -5.3427 -2.6199 0.2652 0.0 0.0 0.0
C 5.5773 2.0353 1.1610 0.0 0.1 0.0
N 4.3535 1.3276 1.5118 0.1 -0.1 0.0
C 3.7116 1.8644 2.6991 0.0 0.0 -0.1
C 3.5343 0.7718 0.5459 0.0 0.1 0.1
N 2.2578 0.7867 0.5816 0.0 -0.2 0.1
N 4.2241 0.1021 -0.4495 0.2 0.1 0.0
C 3.7250 -0.5240 -1.5893 -0.4 -0.1 -0.1
N 4.7042 -1.0722 -2.3756 0.3 -0.1 0.0
N 2.4793 -0.6222 -1.8314 0.4 -0.3 0.2
H 6.2799 1.9645 1.9913 0.0 0.0 0.0
H 5.3771 3.0960 0.9719 0.0 0.0 0.0
H 6.0519 1.6249 0.2748 0.0 0.0 0.0
H 4.4673 1.9669 3.4764 0.0 0.0 0.0
H 2.9465 1.1768 3.0553 0.0 0.0 0.0
H 3.2584 2.8471 2.5215 0.0 0.0 0.0
H 1.8502 1.3552 1.3127 0.2 0.1 0.0
H 5.2047 -0.0352 -0.2873 0.0 0.0 0.1
H 5.6389 -0.7008 -2.3326 -0.1 0.1 0.0
H 4.4037 -1.3065 -3.3110 -0.1 0.1 0.0
H 2.3006 -1.0687 -2.7280 0.1 0.1 -0.1
O -0.6183 0.6654 1.6242 0.2 0.1 -0.3
N -0.8785 1.8611 1.9562 -0.2 -0.2 0.5
N -0.6711 2.7525 1.0708 0.2 -0.1 -0.5
O -0.2071 2.5112 -0.1344 -0.1 -0.2 0.5
C -0.9367 4.1131 1.4201 -0.1 0.3 0.1
C -1.4740 4.4547 2.6592 0.0 -0.1 0.0
C -1.7006 5.7882 2.9524 0.0 0.0 0.0
C -1.3978 6.7793 2.0284 0.0 0.1 -0.1
C -0.8762 6.4289 0.7927 0.0 0.0 0.1
C -0.6460 5.0972 0.4847 0.1 -0.2 -0.1
H -1.7063 3.6775 3.3711 0.0 0.0 0.0
H -2.1221 6.0575 3.9123 0.0 0.0 0.0
H -1.5699 7.8199 2.2707 0.0 0.0 0.0
H -0.6472 7.1908 0.0596 0.0 0.0 0.0
H -0.2427 4.8049 -0.4736 0.0 0.0 0.0
Se 0.9033 3.5135 -4.9440 0.0 -0.3 -0.1
Sb 0.4758 0.9980 -5.0497 0.0 -0.1 -0.3
Se 2.5220 -0.3007 -5.2794 -0.3 0.1 0.1
Se -1.5321 0.2692 -6.1522 0.4 0.1 0.3
Se 0.1762 2.3914 -2.9163 0.1 0.1 -0.5
```
Forces are in eV/Å.

Calculated values
Max |F| in eV/A: 0.6
HOMO level in eV: -6.73
Molecular weight in g/mol: 1185.4
Gap between HOMO and LUMO in eV: 6.80

So, what does the Löwdin scheme give us? The charges, in e, come out as: 1.242, -0.046, -0.144, -0.053, -0.121, 0.057, -0.470, 1.173, -0.434, -0.036, -0.127, -0.049, -0.129, -0.037, -0.459, -0.032, -0.118, -0.044, -0.132, -0.041, 0.090, 0.083, 0.080, 0.120, 0.079, 0.097, 0.119, 0.091, 0.083, 0.082, 0.111, 0.120, 0.091, 0.081, 0.082, -0.050, -0.165, -0.058, -0.411, 0.073, 0.148, -0.504, 0.147, 0.007, 0.090, 0.099, 0.075, 0.090, 0.092, 0.102, 0.039, 0.126, 0.096, 0.040, -0.038, -0.242, -0.044, -0.245, -0.400, -0.168, -0.030, -0.092, -0.100, -0.079, -0.010, 0.100, 0.100, 0.099, 0.104, 0.102, -0.018, -0.158, -0.116, -0.178, -0.034

***

Entry from OMol25: C22H31N2O3Pt as an isolated structure (wB97M-V/def2-TZVPD).

XYZ file:
```
59
Properties=species:S:1:pos:R:3:forces:R:3
Pt -1.9057 0.4024 1.5987 0.2 0.2 0.6
C 1.3720 2.1277 -4.3119 0.0 0.0 0.0
C 1.5869 2.9276 -3.0179 0.0 0.0 0.0
C 1.3148 4.4049 -3.2978 0.0 0.0 0.0
C 3.0407 2.7705 -2.5457 0.0 0.0 0.0
C 0.6686 2.3750 -1.9383 0.0 0.0 0.0
C -0.2865 3.1416 -1.2816 0.0 0.0 0.0
C -1.0590 2.5793 -0.2829 0.0 0.0 0.0
N -0.9266 1.3067 0.0860 -0.1 0.0 0.0
C -0.0258 0.5275 -0.5518 0.0 0.0 0.0
C 0.7690 1.0352 -1.5540 0.0 0.0 0.0
C 0.0092 -0.8696 -0.0744 -0.1 0.0 -0.1
C 0.8558 -1.8482 -0.5405 0.0 0.0 0.0
C 0.8020 -3.1449 -0.0201 0.0 0.0 0.0
C -0.1245 -3.3791 0.9897 0.0 0.0 0.0
C -0.9583 -2.3657 1.4231 -0.1 0.0 -0.1
N -0.8970 -1.1454 0.8889 0.1 0.1 0.1
C 1.7339 -4.2182 -0.5619 0.0 0.0 0.0
C 1.4827 -5.5761 0.0930 0.0 0.0 0.0
C 1.5091 -4.3485 -2.0763 0.0 0.0 0.0
C 3.1839 -3.7912 -0.2864 0.0 0.0 0.0
H 2.0056 2.5342 -5.1006 0.0 0.0 0.0
H 0.3346 2.1888 -4.6451 0.0 0.0 0.0
H 1.6302 1.0747 -4.1900 0.0 0.0 0.0
H 1.9805 4.7468 -4.0898 0.0 0.0 0.0
H 1.5032 5.0259 -2.4200 0.0 0.0 0.0
H 0.2908 4.5737 -3.6362 0.0 0.0 0.0
H 3.7144 3.1795 -3.2993 0.0 0.0 0.0
H 3.3094 1.7243 -2.3923 0.0 0.0 0.0
H 3.2110 3.3079 -1.6113 0.0 0.0 0.0
H -0.4405 4.1813 -1.5267 0.0 0.0 0.0
H -1.8035 3.1552 0.2494 0.0 0.0 0.0
H 1.4816 0.3866 -2.0422 0.0 0.0 0.0
H 1.5670 -1.6075 -1.3172 0.0 0.0 0.0
H -0.2158 -4.3477 1.4567 0.0 0.0 0.0
H -1.7003 -2.5021 2.1988 0.0 0.0 0.0
H 0.4509 -5.9069 -0.0385 0.0 0.0 0.0
H 1.7145 -5.5619 1.1595 0.0 0.0 0.0
H 2.1266 -6.3218 -0.3725 0.0 0.0 0.0
H 0.4691 -4.5913 -2.3013 0.0 0.0 0.0
H 2.1359 -5.1494 -2.4690 0.0 0.0 0.0
H 1.7700 -3.4332 -2.6097 0.0 0.0 0.0
H 3.3578 -3.6581 0.7826 0.0 0.0 0.0
H 3.4369 -2.8580 -0.7924 0.0 0.0 0.0
H 3.8662 -4.5613 -0.6479 0.0 0.0 0.0
C -2.2129 1.6614 4.8338 0.1 0.2 -0.1
C -3.3832 1.5447 3.8691 0.0 -0.5 0.6
C -4.5784 2.3417 4.3200 0.0 0.2 -0.4
O -2.8767 2.0266 2.5655 0.1 -0.1 -0.8
C -3.7331 0.0529 3.6613 0.2 0.1 0.0
O -4.7777 -0.4093 4.0292 0.1 -0.1 0.1
O -2.7498 -0.6276 3.0876 -0.3 0.0 -0.3
H -2.0610 2.7047 5.1119 0.0 0.0 0.0
H -1.2943 1.2900 4.3849 0.0 -0.1 -0.1
H -2.4023 1.0725 5.7304 -0.1 0.1 0.0
H -4.3169 3.3941 4.4389 0.0 0.0 0.0
H -4.9229 1.9462 5.2716 0.0 0.0 0.0
H -5.4064 2.2489 3.6143 0.0 0.0 0.0
H -3.6258 2.2616 1.9983 -0.2 0.1 0.2
```
Forces are in eV/Å.

Calculated values
Max |F| in eV/A: 0.8
HOMO level in eV: -12.18
Molecular weight in g/mol: 566.6
Gap between HOMO and LUMO in eV: 8.47
Total charge: +1

So, what does the Löwdin scheme give us? The charges, in e, come out as: 1.247, -0.031, -0.556, -0.057, -0.031, -0.125, 0.035, -0.069, -0.091, -0.172, 0.067, -0.169, 0.066, -0.123, 0.043, -0.048, -0.076, -0.556, -0.056, -0.032, -0.030, 0.095, 0.097, 0.081, 0.095, 0.093, 0.093, 0.096, 0.081, 0.097, 0.117, 0.120, 0.117, 0.116, 0.119, 0.121, 0.093, 0.094, 0.094, 0.098, 0.095, 0.080, 0.096, 0.081, 0.096, -0.001, -0.499, -0.003, -0.152, -0.577, 0.136, -0.221, 0.098, 0.078, 0.112, 0.099, 0.110, 0.101, 0.119

***

Entry from OMol25: C22H31N2O8W as an isolated structure (wB97M-V/def2-TZVPD).

XYZ file:
```
64
Properties=species:S:1:pos:R:3:forces:R:3
W 0.7299 -0.3680 0.6993 0.3 0.0 1.0
O -1.7117 -1.4340 3.8271 -0.1 -0.1 0.1
C -0.9845 -0.7386 3.1967 0.1 -0.3 -0.4
O -0.4390 -1.1693 2.0211 0.1 0.1 -0.3
C -0.6534 0.6893 3.5487 0.2 0.2 0.0
C -1.1089 1.6010 2.4017 0.2 0.1 -0.1
C -1.1366 3.0581 2.8251 0.0 0.0 0.1
C 0.3728 3.3995 2.9344 -0.1 0.0 0.0
C 1.0301 2.0853 2.5455 -0.3 0.0 0.0
O 0.0844 1.5724 1.5213 0.1 -0.2 0.0
C 0.8866 1.0286 3.6388 -0.2 0.1 0.0
C 1.7872 -0.1868 3.4251 0.0 0.0 -0.5
O 2.1016 -0.9023 4.3252 0.2 -0.1 0.1
O 2.1605 -0.3912 2.1395 0.0 0.1 0.6
H -1.1771 0.9124 4.4725 0.0 0.1 0.1
H -1.9712 1.2593 1.8385 0.0 0.0 0.0
H -1.6283 3.6653 2.0688 0.0 0.0 0.0
H -1.6754 3.1774 3.7637 0.0 0.0 0.0
H 0.6499 4.1907 2.2414 0.0 0.0 0.0
H 0.6743 3.7007 3.9359 0.0 0.0 0.0
H 2.0161 2.1700 2.1059 0.1 0.0 -0.1
H 1.1309 1.4277 4.6195 0.0 0.0 0.1
C 2.7494 -4.5341 -0.4022 0.1 0.1 0.0
O 3.4483 -3.2633 -0.5993 0.1 -0.3 0.0
C 2.7925 -2.1790 -0.3534 -0.3 -0.2 -0.1
O 1.6069 -2.1606 0.0216 -0.2 0.0 0.0
N 3.4719 -1.0464 -0.6106 0.2 0.1 0.1
N 2.8620 0.1613 -0.2210 -0.2 -0.1 -0.2
H 3.3871 -5.2746 -0.8674 0.0 0.0 0.0
H 1.7770 -4.4942 -0.8798 0.0 0.0 0.0
H 2.6489 -4.7161 0.6627 0.0 0.0 0.0
H 4.4762 -1.0876 -0.7085 0.0 0.0 -0.1
H 2.9261 0.8212 -0.9929 -0.1 0.0 0.0
H 3.3311 0.5183 0.6081 0.0 0.1 0.0
C -3.3207 -0.9600 0.3648 0.0 0.0 -0.1
C -2.9191 -1.6786 -0.9259 0.1 0.0 0.0
C -2.0001 -2.8779 -0.6912 0.1 0.0 0.0
C -2.3964 -0.7121 -1.9765 -0.4 -0.2 -0.1
C -3.1961 -0.4815 -3.0954 0.0 0.0 0.0
C -2.8354 0.4081 -4.0914 0.0 0.0 0.1
C -1.6290 1.0753 -3.9808 0.1 0.0 0.0
C -0.7803 0.8688 -2.8971 0.1 0.2 -0.4
C 0.5711 1.5652 -2.9163 -0.1 0.0 0.1
C 0.8672 2.4207 -1.6843 0.0 0.1 0.0
C 1.6918 0.5726 -3.2402 0.0 -0.1 0.0
C -1.1932 -0.0150 -1.9034 0.5 0.1 0.5
O -0.3746 -0.1763 -0.8044 -0.4 -0.1 -0.5
H -3.7479 -1.6597 1.0847 0.0 0.0 0.0
H -4.0614 -0.1866 0.1518 0.0 0.0 0.0
H -2.4617 -0.4861 0.8350 0.0 0.0 0.0
H -3.8411 -2.0824 -1.3460 0.0 0.0 0.0
H -1.0179 -2.5899 -0.3179 0.0 0.0 0.0
H -1.8559 -3.4315 -1.6216 0.0 0.0 0.0
H -2.4396 -3.5547 0.0440 0.0 0.0 0.0
H -4.1361 -1.0159 -3.1681 0.0 0.0 0.0
H -3.4823 0.5754 -4.9428 0.0 0.0 0.0
H -1.3198 1.7668 -4.7565 0.0 0.0 0.0
H 0.5297 2.2607 -3.7555 0.0 0.0 0.0
H 0.9879 1.8351 -0.7717 0.0 0.1 -0.1
H 0.0531 3.1234 -1.4984 0.0 0.0 0.0
H 1.7781 3.0066 -1.8412 0.0 0.0 0.0
H 1.7404 -0.2321 -2.5037 0.0 0.0 0.0
H 2.6663 1.0717 -3.2989 -0.1 0.0 0.0
H 1.5077 0.0976 -4.2044 0.0 0.0 0.0
```
Forces are in eV/Å.

Calculated values
2S+1: 3
⟨S²⟩: 2.009
Max |F| in eV/A: 1.1
HOMO level (alpha / beta) in eV: -10.32 / -11.31
Molecular weight in g/mol: 635.3
Gap between HOMO and LUMO (alpha / beta) in eV: 6.98 / 7.87
Total charge: +1

So, what does the Löwdin scheme give us? The charges, in e, come out as: 1.800, 0.185, -0.504, -0.187, -0.075, -0.195, -0.067, -0.070, -0.219, -0.213, -0.080, -0.530, 0.169, -0.235, 0.170, 0.157, 0.127, 0.132, 0.124, 0.130, 0.155, 0.168, 0.045, 0.050, -0.538, -0.038, 0.085, 0.007, 0.106, 0.102, 0.111, 0.183, 0.097, 0.118, -0.040, -0.353, -0.045, -0.126, -0.021, -0.061, -0.028, -0.138, -0.350, -0.063, -0.053, -0.194, -0.269, 0.094, 0.092, 0.030, 0.127, 0.039, 0.088, 0.090, 0.119, 0.111, 0.118, 0.131, 0.009, 0.098, 0.089, 0.052, 0.087, 0.095

***

Entry from OMol25: one molecule with the formula C22H31N3O2 (wB97M-V/def2-TZVPD).

XYZ file:
```
58
Properties=species:S:1:pos:R:3:forces:R:3
C -4.4455 -1.8659 -2.5289 0.0 0.0 0.0
C -3.1054 -1.2678 -2.2677 0.0 0.0 0.0
C -1.9295 -1.8667 -1.9176 0.0 0.0 0.0
C -0.9350 -0.8463 -1.8210 0.0 0.0 0.0
C 0.5029 -0.9854 -1.5102 0.0 0.0 0.0
O 1.3702 -0.4103 -2.1624 0.0 0.0 0.0
N 0.8597 -1.8004 -0.4677 0.0 0.0 0.0
C 2.2819 -1.9202 -0.2006 0.0 0.0 0.0
C 2.9144 -0.6333 0.3788 0.0 0.0 0.0
N 1.9321 0.1916 1.0573 0.0 -0.1 -0.1
C 1.4528 1.3567 0.5273 0.0 0.1 0.1
O 0.3992 1.8561 0.9068 0.0 0.0 0.0
C 2.2684 2.1289 -0.4548 0.1 0.0 0.1
C 2.0989 3.4214 -0.7460 -0.1 0.0 -0.1
C 3.2457 3.4776 -1.7257 0.0 0.0 0.0
C 3.4703 1.9752 -1.3779 0.0 0.0 0.0
C 1.2024 -0.4639 2.1565 0.0 0.0 0.0
C 1.1143 0.4440 3.3851 0.0 0.0 0.0
C 0.3710 -0.2346 4.5292 0.0 0.0 0.0
C -1.0242 -0.6512 4.0783 0.0 0.0 0.0
C -0.9251 -1.6104 2.8993 0.0 0.0 0.0
C -0.1596 -1.0203 1.7128 0.0 0.0 0.0
C -0.0277 -2.1123 0.6480 0.0 0.0 0.0
C -1.5449 0.3499 -2.1221 0.0 0.0 0.0
C -0.9987 1.7338 -2.1734 0.0 0.0 0.0
N -2.8659 0.0862 -2.3717 0.0 0.0 0.0
C -3.8419 1.0860 -2.7459 0.0 0.0 0.0
H -4.3816 -2.9466 -2.4170 0.0 0.0 0.0
H -5.2029 -1.5051 -1.8283 0.0 0.0 0.0
H -4.8009 -1.6556 -3.5404 0.0 0.0 0.0
H -1.7854 -2.9274 -1.7853 0.0 0.0 0.0
H 2.4045 -2.7524 0.4932 0.0 0.0 0.0
H 2.7971 -2.1727 -1.1270 0.0 0.0 0.0
H 3.7109 -0.9050 1.0782 0.0 0.0 0.0
H 3.3528 -0.0676 -0.4293 0.0 0.0 0.0
H 1.3816 4.1520 -0.3980 0.0 0.0 0.0
H 2.9619 3.6644 -2.7625 0.0 0.0 0.0
H 4.0680 4.1424 -1.4573 0.0 0.0 0.0
H 4.4230 1.7748 -0.8847 0.0 0.0 0.0
H 3.3242 1.2781 -2.2026 0.0 0.0 0.0
H 1.8290 -1.3206 2.4406 0.0 0.0 0.0
H 2.1296 0.7154 3.6853 0.0 0.0 0.0
H 0.5966 1.3623 3.1120 0.0 0.0 0.0
H 0.9208 -1.1226 4.8641 0.0 0.0 0.0
H 0.3153 0.4418 5.3845 0.0 0.0 0.0
H -1.5713 -1.1213 4.8985 0.0 0.0 0.0
H -1.5890 0.2385 3.7821 0.0 0.0 0.0
H -0.4132 -2.5229 3.2333 0.0 0.0 0.0
H -1.9196 -1.9191 2.5649 0.0 0.0 0.0
H -0.7302 -0.1868 1.2954 0.0 0.0 0.0
H -1.0183 -2.3503 0.2716 0.0 0.0 0.0
H 0.3635 -3.0221 1.1150 0.0 0.0 0.0
H 0.0842 1.6974 -2.1051 0.0 0.0 0.0
H -1.2634 2.2275 -3.1116 0.0 0.0 0.0
H -1.3656 2.3437 -1.3442 0.0 0.0 0.0
H -3.6879 1.9924 -2.1636 0.0 0.0 0.0
H -3.7723 1.3353 -3.8070 0.0 0.0 0.0
H -4.8423 0.7136 -2.5409 0.0 0.0 0.0
```
Forces are in eV/Å.

Calculated values
Max |F| in eV/A: 0.1
HOMO level in eV: -7.81
Molecular weight in g/mol: 369.5
SMILES string: Cc1cc(C(=O)N2CCN(C(=O)C3=CCC3)[C@H]3CCCC[C@@H]3C2)c(C)n1C
Gap between HOMO and LUMO in eV: 8.64

So, what does the Löwdin scheme give us? The charges, in e, come out as: -0.039, -0.280, -0.006, -0.099, -0.382, 0.065, -0.029, -0.111, -0.107, 0.008, -0.391, 0.048, -0.145, -0.008, -0.143, -0.136, -0.223, -0.137, -0.197, -0.196, -0.164, -0.237, -0.112, -0.203, -0.004, -0.061, -0.012, 0.079, 0.078, 0.081, 0.115, 0.116, 0.126, 0.127, 0.080, 0.114, 0.105, 0.102, 0.108, 0.102, 0.157, 0.122, 0.111, 0.114, 0.109, 0.108, 0.120, 0.121, 0.120, 0.146, 0.106, 0.128, 0.062, 0.087, 0.088, 0.090, 0.099, 0.082

***

The highest molecular weight belongs to which entry?
C22H31N13O2PPbSbSe4

***

Among the records above, which one has the highest max |F|?
C22H31N2O8W